Entry 1:
# C9H32O7

A cluster of 7 separate species, C9H32O7 in total at a distorted geometry (ωB97M-V with the def2-TZVPD basis set, the OMol25 dataset).

Geometry as ORCA input:
```
! RIJCOSX wB97M-V def2-TZVPD def2/J DEFGRID3
* xyz 0 1
C 2.13 -0.91 2.12
C 0.95 -1.62 2.73
C -0.22 -0.69 2.99
O 0.56 -2.67 1.83
H 1.84 -0.46 1.17
H 2.95 -1.61 1.97
H 2.50 -0.09 2.75
H 1.28 -2.14 3.63
H -0.33 -0.01 2.14
H -0.12 -0.07 3.87
H -1.15 -1.27 3.03
H -0.09 -2.35 1.19
C 2.58 3.01 3.12
C 1.89 3.40 1.82
C 2.79 3.24 0.60
O 0.71 2.60 1.67
H 2.97 1.99 3.05
H 1.86 3.04 3.94
H 3.40 3.68 3.38
H 1.59 4.45 1.90
H 3.10 2.20 0.52
H 3.64 3.92 0.63
H 2.20 3.46 -0.29
H 0.87 2.00 0.93
C -1.42 -3.26 -4.71
C -1.42 -2.46 -3.43
C -2.09 -1.12 -3.51
O -2.03 -3.20 -2.34
H -1.01 -4.26 -4.55
H -0.81 -2.77 -5.47
H -2.43 -3.34 -5.13
H -0.37 -2.32 -3.12
H -3.14 -1.24 -3.81
H -1.59 -0.48 -4.24
H -2.14 -0.63 -2.54
H -1.98 -4.15 -2.50
O 0.06 0.55 -0.71
H -0.68 0.20 -0.19
H 0.37 -0.22 -1.21
O -1.51 -1.76 0.02
H -2.35 -1.31 0.09
H -1.59 -2.36 -0.74
O -2.76 0.88 0.65
H -3.40 0.50 1.26
H -2.39 1.63 1.12
O -0.92 3.04 -1.80
H -0.51 2.18 -1.63
H -1.78 2.83 -2.17
*
```

- Highest occupied orbital energy: -9.55 eV
- SMILES: CC(C)O.CC(C)O.CC(C)O.O.O.O.O
- Kohn-Sham gap: 9.90 eV
- Molar mass: 252.348 Da
- Energy relative to the best compared isomer or geometry (same formula, charge and spin): 2.2 kcal/mol
- LUMO energy: 0.3468 eV
- Electronic energy: -24185.11662 eV


Entry 2:
# C4H8FN

The molecule C4H8FN at a distorted geometry (ωB97M-V with the def2-TZVPD basis set, the OMol25 dataset).

Geometry as ORCA input:
```
! RIJCOSX wB97M-V def2-TZVPD def2/J DEFGRID3
* xyz 0 1
F 1.42 -0.21 -1.48
C 0.81 -1.28 -0.93
C 0.43 -0.71 0.50
N -0.32 0.43 0.26
C -0.78 1.51 1.30
C -1.72 0.48 0.41
H -0.09 -1.75 -1.54
H 1.51 -2.15 -0.75
H -0.13 -1.48 1.00
H 1.35 -0.48 1.00
H -0.67 1.27 2.50
H -0.35 2.69 1.16
H -2.22 1.04 -0.43
H -2.40 -0.27 0.94
*
```

- Highest occupied orbital energy: -8.75 eV
- SMILES: FCCN1CC1
- Kohn-Sham gap: 9.91 eV
- Molar mass: 89.113 Da
- Energy relative to the best compared isomer or geometry (same formula, charge and spin): 80.4 kcal/mol
- LUMO energy: 1.1577 eV
- Electronic energy: -8481.54969 eV


Entry 3:
# C4H6OS

A structure of composition C4H6OS at a distorted geometry (ωB97M-V with the def2-TZVPD basis set, the OMol25 dataset).

Geometry as ORCA input:
```
! RIJCOSX wB97M-V def2-TZVPD def2/J DEFGRID3
* xyz 0 1
C 0.56 -0.15 -1.09
C -0.42 -0.47 0.06
C -0.71 0.56 1.17
C -2.19 0.35 1.04
H 0.29 -0.45 -2.19
H 0.04 -1.49 0.75
H -0.42 1.51 0.77
H -0.08 0.41 2.19
H -2.75 -0.36 1.79
H -2.95 1.25 1.06
O -1.74 -0.37 -0.14
S 2.27 0.02 -0.65
*
```

- Highest occupied orbital energy: -8.98 eV
- Kohn-Sham gap: 7.88 eV
- Molar mass: 102.158 Da
- Energy relative to the best compared isomer or geometry (same formula, charge and spin): 115.8 kcal/mol
- LUMO energy: -1.0999 eV
- Electronic energy: -17123.10799 eV


Entry 4:
# C33H25N3P2S2Sn

A structure of composition C33H25N3P2S2Sn (ωB97M-V with the def2-TZVPD basis set, the OMol25 dataset).

Geometry as ORCA input:
```
! RIJCOSX wB97M-V def2-TZVPD def2/J DEFGRID3
* xyz 2 1
Sn 0.71 0.59 -1.97
S 2.93 0.78 -0.82
C 3.15 2.41 -0.52
C 4.41 2.85 -0.01
C 4.65 4.16 0.25
C 5.92 4.56 0.76
N 6.95 4.89 1.18
C 3.63 5.15 0.00
C 2.43 4.79 -0.52
C 2.13 3.41 -0.78
S 0.61 3.04 -1.34
C 3.88 6.53 0.30
N 4.07 7.64 0.55
H 5.19 2.12 0.17
H 1.68 5.54 -0.72
C -1.18 -1.01 1.99
N -0.65 -0.67 0.64
P -1.46 0.46 -0.32
C -2.95 -0.28 -0.95
C -4.08 -0.42 -0.13
C -5.21 -1.05 -0.62
C -5.22 -1.54 -1.92
C -4.11 -1.39 -2.74
C -2.98 -0.76 -2.26
C -1.87 1.86 0.72
C -2.93 2.69 0.37
C -3.13 3.87 1.06
C -2.28 4.23 2.10
C -1.21 3.41 2.44
C -0.99 2.23 1.75
P 0.56 -1.49 -0.18
C -0.19 -2.79 -1.17
C -0.89 -3.81 -0.50
C -1.48 -4.83 -1.23
C -1.37 -4.85 -2.61
C -0.66 -3.85 -3.28
C -0.08 -2.82 -2.55
C 1.84 -2.25 0.81
C 2.82 -2.87 0.01
C 3.89 -3.51 0.60
C 4.00 -3.55 1.98
C 3.04 -2.94 2.77
C 1.96 -2.29 2.19
H -1.92 -0.27 2.27
H -0.40 -0.97 2.74
H -1.65 -1.99 1.99
H -4.08 -0.03 0.88
H -6.08 -1.17 0.01
H -6.11 -2.02 -2.30
H -4.13 -1.77 -3.76
H -2.11 -0.65 -2.90
H -3.60 2.42 -0.44
H -3.96 4.52 0.79
H -2.45 5.15 2.64
H -0.55 3.68 3.25
H -0.15 1.60 2.01
H -0.96 -3.82 0.58
H -2.02 -5.61 -0.71
H -1.82 -5.65 -3.18
H -0.56 -3.88 -4.35
H 0.48 -2.06 -3.08
H 2.73 -2.86 -1.07
H 4.64 -3.98 -0.02
H 4.84 -4.06 2.44
H 3.12 -2.98 3.85
H 1.23 -1.83 2.84
*
```

- Highest occupied orbital energy (alpha / beta): -14.29 / -14.40 eV
- Kohn-Sham gap (alpha / beta): 5.01 / 5.23 eV
- Molar mass: 708.377 Da
- Energy relative to the best compared isomer or geometry (same formula, charge and spin): 47.9 kcal/mol
- LUMO energy (alpha / beta): -9.2877 / -9.1707 eV
- Electronic energy: -85161.02798 eV


Entry 5:
# C2H3BrCl2

A cluster of 2 separate species, C2H3BrCl2 in total at a distorted geometry (ωB97M-V with the def2-TZVPD basis set, the OMol25 dataset).

Geometry as ORCA input:
```
! RIJCOSX wB97M-V def2-TZVPD def2/J DEFGRID3
* xyz 0 1
C 0.02 1.15 -0.56
C -3.26 0.56 0.89
Cl -4.10 -0.95 0.89
Cl -3.13 1.33 2.41
Br -3.86 1.75 -0.57
H 1.01 0.89 -0.73
H -0.77 1.86 -0.65
H -0.40 0.28 0.05
*
```

- Highest occupied orbital energy (alpha / beta): -9.11 / -8.88 eV
- Kohn-Sham gap (alpha / beta): 9.21 / 7.51 eV
- Molar mass: 177.856 Da
- Energy relative to the best compared isomer or geometry (same formula, charge and spin): 96.2 kcal/mol
- LUMO energy (alpha / beta): 0.1054 / -1.3719 eV
- Electronic energy: -97205.45882 eV


Entry 6:
# C4H5F3O

A cluster of 2 separate species, C4H5F3O in total at a distorted geometry (ωB97M-V with the def2-TZVPD basis set, the OMol25 dataset).

Geometry as ORCA input:
```
! RIJCOSX wB97M-V def2-TZVPD def2/J DEFGRID3
* xyz 0 1
C -0.63 1.10 0.85
C 0.87 0.82 0.55
F 1.74 1.06 1.54
C 1.35 0.32 -0.57
F 2.65 0.04 -0.82
F 0.66 0.14 -1.74
H -1.15 0.05 0.78
H -0.59 1.50 1.86
H -0.99 1.80 0.12
C -0.97 -1.68 -0.62
O -0.23 -1.80 0.31
H -0.77 -2.18 -1.64
H -1.95 -1.17 -0.63
*
```

- Highest occupied orbital energy: -9.53 eV
- SMILES: CC(F)=C(F)F.C=O
- Kohn-Sham gap: 10.19 eV
- Molar mass: 126.077 Da
- Energy relative to the best compared isomer or geometry (same formula, charge and spin): 37.1 kcal/mol
- LUMO energy: 0.6599 eV
- Electronic energy: -14426.43506 eV


Entry 7:
# C4H13NO4

A cluster of 3 separate species, C4H13NO4 in total at a distorted geometry (ωB97M-V with the def2-TZVPD basis set, the OMol25 dataset).

Geometry as ORCA input:
```
! RIJCOSX wB97M-V def2-TZVPD def2/J DEFGRID3
* xyz 1 2
C 1.83 -1.53 -0.76
N 1.42 -1.25 0.59
C 0.82 -0.01 0.96
C -0.72 -0.17 0.86
O -1.43 0.92 1.40
C 1.33 1.31 0.26
O 2.28 1.25 -0.44
H 2.61 -2.30 -0.75
H 1.02 -1.79 -1.42
H 2.29 -0.60 -1.15
H 2.20 -1.47 1.21
H 1.13 0.05 2.00
H -0.96 -1.05 1.45
H -1.05 -0.29 -0.17
H -1.71 1.58 0.77
H 0.84 2.25 0.56
H -3.37 -0.87 0.80
H -2.89 -0.95 -0.56
O -3.31 -1.52 0.09
H -1.12 1.92 -1.29
H -0.66 2.01 -2.62
O -0.55 2.52 -1.79
*
```

- Highest occupied orbital energy (alpha / beta): -14.79 / -14.84 eV
- Expectation value of S²: 0.7563
- Kohn-Sham gap (alpha / beta): 10.60 / 6.61 eV
- Molar mass: 139.151 Da
- Energy relative to the best compared isomer or geometry (same formula, charge and spin): 35.7 kcal/mol
- LUMO energy (alpha / beta): -4.1860 / -8.2386 eV
- Electronic energy: -14028.59509 eV


Entry 8:
# C18H25NO6STcTe

A structure of composition C18H25NO6STcTe at a distorted geometry (ωB97M-V with the def2-TZVPD basis set, the OMol25 dataset).

Geometry as ORCA input:
```
! RIJCOSX wB97M-V def2-TZVPD def2/J DEFGRID3
* xyz 2 2
Tc 0.00 0.46 -0.20
O -0.33 -0.09 2.24
C -1.17 -1.22 2.47
C -2.39 -1.06 1.59
N -2.05 -1.10 0.15
C -1.63 -2.41 -0.30
C -0.12 -2.56 -0.24
O 0.46 -3.59 -0.15
O 0.52 -1.38 -0.33
C -3.07 -0.44 -0.64
C -2.91 1.08 -0.54
O -3.78 1.87 -0.63
O -1.61 1.40 -0.37
H 0.40 -0.10 2.88
H -1.49 -1.24 3.51
H -0.64 -2.15 2.26
H -2.85 -0.10 1.81
H -3.11 -1.86 1.82
H -1.91 -2.57 -1.35
H -2.07 -3.22 0.29
H -4.09 -0.68 -0.32
H -2.96 -0.69 -1.70
C 0.15 4.46 0.49
Te 0.54 3.06 -1.11
C 2.55 3.77 -0.81
C 2.35 5.20 -0.40
C 3.31 6.17 -0.64
C 3.10 7.47 -0.20
C 1.93 7.80 0.47
C 0.95 6.85 0.68
C 1.16 5.54 0.26
H 0.31 3.93 1.43
H -0.88 4.81 0.46
H 3.14 3.66 -1.71
H 2.99 3.18 0.00
H 4.22 5.91 -1.17
H 3.85 8.23 -0.38
H 1.77 8.82 0.81
H 0.03 7.11 1.19
O 2.10 0.52 -0.17
S 3.04 -0.74 -0.13
C 4.69 0.03 -0.20
C 5.43 -0.75 -1.28
C 4.46 -0.89 -2.45
C 3.13 -1.36 -1.86
H 5.14 -0.05 0.78
H 4.54 1.08 -0.46
H 5.72 -1.73 -0.90
H 6.34 -0.22 -1.58
H 4.82 -1.60 -3.19
H 4.33 0.08 -2.94
H 3.05 -2.44 -1.78
H 2.25 -0.97 -2.37
*
```

- Highest occupied orbital energy (alpha / beta): -14.11 / -14.11 eV
- Expectation value of S²: 0.7609
- Kohn-Sham gap (alpha / beta): 5.02 / 5.42 eV
- Molar mass: 609.066 Da
- Energy relative to the best compared isomer or geometry (same formula, charge and spin): 29.9 kcal/mol
- LUMO energy (alpha / beta): -9.0913 / -8.6876 eV
- Electronic energy: -53156.58995 eV